1.
C28H43BCl45NO4 | ωB97M-V/def2-TZVPD

The HOMO energy comes out at -9.41 eV. The value obtained for the LUMO energy is 0.202 eV. For the frontier orbital gap, the calculation gives 9.61 eV.

```
! wB97M-V def2-TZVPD RIJCOSX def2/J DEFGRID3
* xyz 0 1
C 1.161 -2.290 0.265
B -0.367 -2.669 0.108
O -0.983 -3.389 1.139
O -1.182 -2.383 -1.009
C -0.881 -1.197 -1.605
O -0.453 -1.199 -2.719
N -1.120 0.022 -0.891
C -0.707 1.181 -1.691
C -0.747 2.492 -0.853
C 0.487 2.657 0.081
C 1.151 4.046 -0.102
C 0.148 2.444 1.584
O -2.519 0.145 -0.695
C -2.898 -0.462 0.540
C -4.118 0.209 1.196
C -3.809 1.718 1.369
C -5.462 0.078 0.397
C -6.564 -0.467 1.359
C -5.400 -0.841 -0.849
H 1.346 -1.255 0.580
H 1.717 -2.572 -0.636
H 1.559 -2.928 1.072
H -1.898 -3.091 1.203
H -1.444 1.314 -2.501
H 0.303 1.084 -2.093
H -1.686 2.503 -0.284
H -0.743 3.304 -1.597
H 1.234 1.917 -0.256
H 2.043 4.173 0.520
H 0.431 4.849 0.104
H 1.477 4.144 -1.145
H 1.034 2.702 2.176
H -0.113 1.384 1.720
H -0.685 3.105 1.851
H -2.046 -0.325 1.231
H -3.084 -1.545 0.431
H -4.251 -0.257 2.186
H -3.915 2.275 0.430
H -4.514 2.149 2.100
H -2.781 1.874 1.737
H -5.771 1.092 0.101
H -6.413 0.004 2.346
H -7.578 -0.233 1.009
H -6.404 -1.547 1.493
H -5.093 -0.300 -1.754
H -6.436 -1.167 -1.055
H -4.826 -1.763 -0.700
C 4.515 6.471 1.058
Cl 3.246 7.677 1.281
Cl 4.259 5.090 2.129
Cl 4.589 5.947 -0.629
H 5.465 6.925 1.311
C 5.158 -2.246 0.732
Cl 4.848 -0.754 1.627
Cl 4.610 -3.651 1.655
Cl 4.377 -2.194 -0.848
H 6.223 -2.335 0.581
C 8.529 -1.338 -1.944
Cl 7.214 -0.179 -1.693
Cl 8.397 -2.695 -0.816
Cl 8.535 -1.918 -3.611
H 9.468 -0.831 -1.755
C -2.941 -6.274 0.910
Cl -4.183 -5.026 1.122
Cl -3.187 -7.626 2.022
Cl -2.934 -6.850 -0.757
H -1.975 -5.828 1.121
C 12.348 0.229 -2.974
Cl 11.032 1.383 -2.722
Cl 12.212 -1.127 -1.846
Cl 12.356 -0.349 -4.641
H 13.285 0.736 -2.784
C -8.535 -5.304 1.204
Cl -7.110 -6.315 1.439
Cl -8.203 -3.647 1.728
Cl -9.050 -5.328 -0.485
H -9.340 -5.698 1.810
C -3.537 -5.503 5.734
Cl -4.888 -6.274 6.572
Cl -3.993 -5.060 4.087
Cl -2.972 -4.089 6.632
H -2.723 -6.215 5.679
C 7.127 -4.013 -7.077
Cl 6.753 -3.155 -8.574
Cl 8.787 -3.682 -6.567
Cl 5.983 -3.575 -5.805
H 7.037 -5.076 -7.264
C 1.116 3.713 5.655
Cl 0.803 5.186 6.577
Cl -0.321 3.235 4.747
Cl 2.507 3.938 4.585
H 1.355 2.920 6.352
C -11.281 -1.486 0.756
Cl -12.645 -2.248 1.580
Cl -11.729 -1.013 -0.885
Cl -10.699 -0.091 1.671
H -10.476 -2.208 0.694
C -5.159 5.065 3.366
Cl -4.619 3.753 4.416
Cl -3.786 5.804 2.534
Cl -6.352 4.482 2.199
H -5.630 5.821 3.982
C 1.359 6.653 -3.368
Cl 0.164 6.170 -2.162
Cl 1.486 5.433 -4.639
Cl 0.961 8.232 -4.054
H 2.321 6.731 -2.876
C 6.853 -7.460 -9.759
Cl 6.683 -9.129 -10.307
Cl 5.340 -6.576 -9.968
Cl 7.376 -7.413 -8.069
H 7.613 -6.980 -10.362
C 10.467 5.390 -2.889
Cl 9.758 6.951 -3.308
Cl 11.814 5.598 -1.765
Cl 9.246 4.313 -2.205
H 10.849 4.936 -3.795
C -6.774 1.783 7.193
Cl -6.754 1.185 5.531
Cl -5.630 0.882 8.191
Cl -6.424 3.516 7.255
H -7.768 1.626 7.593
*
```

---

2.
C28H43BN2O6 | ωB97M-V/def2-TZVPD

The HOMO energy comes out at -8.96 eV. The value obtained for the LUMO energy is -1.012 eV. For the frontier orbital gap, the calculation gives 7.95 eV. Its SMILES is CCCCCc1cccc2c1C(=O)c1cccc(CB(O)O)c1C2=O.COC[C@@H](C)N.COC[C@@H](C)N.

```
! wB97M-V def2-TZVPD RIJCOSX def2/J DEFGRID3
* xyz 0 1
C 1.775 6.505 -0.626
C 1.301 5.155 -1.180
C 2.189 3.984 -0.717
C 1.415 2.737 -0.255
C 1.766 2.303 1.174
C 1.100 0.998 1.519
C -0.103 1.033 2.228
C -0.795 -0.126 2.542
C -0.301 -1.357 2.141
C 0.900 -1.418 1.454
C 1.618 -0.253 1.150
C 2.914 -0.421 0.449
O 3.482 0.478 -0.140
C 3.552 -1.780 0.494
C 4.910 -1.854 0.239
C 5.534 -3.091 0.265
C 4.797 -4.237 0.515
C 3.425 -4.199 0.764
C 2.724 -5.511 1.015
B 1.993 -6.049 -0.291
O 2.765 -6.434 -1.379
O 0.629 -6.208 -0.350
C 2.814 -2.939 0.763
C 1.375 -2.769 1.052
O 0.585 -3.694 0.989
H 2.858 6.535 -0.522
H 1.434 7.342 -1.233
H 1.347 6.655 0.367
H 0.278 5.006 -0.827
H 1.243 5.192 -2.267
H 2.793 3.678 -1.571
H 2.868 4.325 0.065
H 0.335 2.893 -0.311
H 1.629 1.903 -0.924
H 1.384 3.067 1.854
H 2.845 2.222 1.278
H -0.499 1.990 2.542
H -1.723 -0.061 3.094
H -0.847 -2.260 2.370
H 5.473 -0.957 0.029
H 6.600 -3.153 0.094
H 5.315 -5.187 0.532
H 2.044 -5.473 1.862
H 3.523 -6.227 1.220
H 3.305 -5.714 -1.717
H 0.178 -5.516 -0.841
C -4.853 -4.207 3.011
O -3.915 -4.405 1.972
C -2.605 -4.744 2.385
C -2.394 -6.221 2.738
C -2.976 -6.622 4.091
N -2.914 -7.126 1.711
H -4.383 -3.757 3.891
H -5.341 -5.140 3.304
H -5.618 -3.528 2.635
H -1.962 -4.498 1.537
H -2.289 -4.102 3.222
H -1.312 -6.371 2.787
H -4.058 -6.745 4.045
H -2.557 -7.577 4.407
H -2.747 -5.880 4.858
H -2.432 -6.953 0.834
H -3.881 -6.873 1.530
C -1.240 8.034 -4.543
O -0.995 7.142 -3.473
C -2.147 6.622 -2.838
C -2.798 5.436 -3.560
C -3.600 5.824 -4.798
N -1.824 4.405 -3.930
H -2.132 8.641 -4.361
H -1.349 7.509 -5.495
H -0.376 8.694 -4.619
H -1.803 6.269 -1.862
H -2.875 7.424 -2.654
H -3.495 4.987 -2.845
H -2.953 6.040 -5.647
H -4.254 5.003 -5.091
H -4.223 6.701 -4.609
H -1.371 4.050 -3.093
H -1.077 4.855 -4.452
*
```

---

Question: What is the frontier orbital gap in the first record?
Answer: 9.61 eV